Here is a molecular structure, C28H64CsN8O16S2 at a distorted geometry from OMol25. Energies are from the ωB97M-V functional and the def2-TZVPD basis.

## Properties
HOMO-LUMO gap = 8.731 eV
Electronic energy = -3563.509031 a.u.
Net charge = +1

Geometry as XYZ:
```
119
Properties=species:S:1:pos:R:3:forces:R:3:lowdin_charge:R:1
Cs 0.342611 0.411605 0.683966 -0.311 0.117 0.215 0.9922
C -2.249422 -6.016549 2.040076 -0.348 -0.952 -0.615 -0.1630
C -1.078738 -6.841016 1.324037 -1.471 -0.389 1.491 -0.1499
O -1.084969 -6.457255 -0.028469 -1.227 2.453 -1.120 -0.1957
S -2.008489 -5.077204 -0.251035 0.828 2.093 -2.132 0.7563
O -3.313584 -5.408513 -0.802703 2.046 0.077 1.216 -0.2401
O -1.252430 -3.985932 -0.980382 -2.004 -3.770 3.163 -0.2592
O -2.143155 -4.771222 1.378560 0.354 1.046 -1.708 -0.2491
H -2.386523 -5.899561 3.115068 1.699 0.381 0.217 0.1306
H -3.279074 -6.350005 1.910727 0.071 -0.878 -1.166 0.1223
H -1.293697 -7.908849 1.283716 0.190 0.029 0.534 0.1351
H -0.102915 -6.608953 1.750658 -0.106 -0.084 0.125 0.1142
C 3.846841 -0.622035 2.800633 1.036 -0.107 0.521 -0.2075
C 3.804155 0.166484 4.070152 -0.651 -0.513 2.070 -0.2114
O 4.726693 1.247239 4.032069 1.540 1.032 -1.421 -0.1998
S 5.574955 1.326623 2.558819 -1.970 -3.059 2.024 0.8024
O 6.771238 0.491193 2.678482 -2.201 2.036 -0.534 -0.2314
O 5.567960 2.664769 2.020489 -0.140 -2.171 0.654 -0.2183
O 4.299511 0.356992 1.922634 1.809 2.062 -2.758 -0.2381
H 2.865567 -1.012482 2.530897 0.031 0.355 -0.361 0.1112
H 4.556301 -1.449052 2.829000 0.072 -0.126 0.053 0.1343
H 4.053803 -0.440523 4.940384 0.235 -0.098 0.008 0.1322
H 2.789836 0.521535 4.252362 0.127 0.633 -0.259 0.1059
C 3.970899 2.219356 -0.935944 0.220 0.837 -1.165 0.0274
C 2.751579 2.091586 -1.852896 3.637 0.242 1.786 -0.5878
O 1.721228 1.890331 -1.299284 -3.828 -0.679 0.277 -0.1248
N 2.963760 2.268522 -3.153779 -1.398 0.104 -0.430 0.0401
C 1.832820 2.278324 -4.089964 1.005 -0.799 -0.971 -0.0477
H 4.736649 2.504171 -1.657475 0.975 -0.144 0.898 0.0772
H 4.207979 1.402047 -0.254857 -0.114 -0.475 -0.791 0.0672
H 3.803491 3.029073 -0.225708 -0.076 0.361 -0.326 0.0717
H 3.871666 2.544465 -3.499693 -0.276 -0.157 0.171 0.1415
H 2.140122 2.986724 -4.859267 -0.726 0.138 -0.046 0.0886
H 0.805529 2.379881 -3.740006 0.724 0.920 0.852 0.0667
H 1.764560 1.302830 -4.571472 0.316 -0.249 -0.275 0.0787
C 3.297305 -3.523726 -0.849576 1.168 -0.525 -1.354 0.0196
C 2.290966 -3.079801 0.148335 2.132 0.457 -2.241 -0.6399
O 1.706539 -2.050483 -0.052904 -1.761 2.078 0.117 -0.1019
N 2.165167 -3.837428 1.182991 -0.933 -1.607 2.836 0.0454
C 1.123815 -3.612423 2.219401 1.087 -0.547 -0.793 -0.0134
H 4.282262 -3.057409 -0.827178 -0.160 0.677 0.608 0.0916
H 2.918880 -3.244635 -1.832938 -0.120 -0.379 -0.014 0.0814
H 3.585320 -4.574777 -0.828453 -0.576 -0.229 -0.043 0.0866
H 2.884593 -4.542174 1.259549 -0.533 -0.185 0.407 0.1472
H 0.221736 -3.235338 1.737559 0.150 0.039 0.063 0.0792
H 1.491956 -2.906702 2.964061 -0.267 -0.059 0.123 0.0652
H 0.932562 -4.595952 2.648585 -0.139 0.232 0.302 0.0808
C -2.457220 2.235435 -3.263516 -0.757 0.044 0.569 0.0146
C -2.054350 3.290577 -4.215146 -1.103 1.897 -1.029 -0.5383
O -2.683647 4.352018 -4.293474 0.746 -0.655 0.303 0.0312
N -1.006214 3.039177 -5.025671 0.429 -2.220 -0.627 -0.0193
C -0.465299 3.864911 -6.051432 -0.354 1.940 -0.722 -0.0936
H -3.492196 1.974428 -3.484451 0.084 -0.426 -0.476 0.0835
H -2.628245 2.759685 -2.323300 0.710 -0.261 0.411 0.0663
H -1.809401 1.361202 -3.199063 -0.144 0.099 0.186 0.0792
H -0.783079 2.062718 -5.155400 -0.094 0.029 0.358 0.1261
H 0.194435 3.388799 -6.776806 0.524 -0.490 0.906 0.0894
H -0.036947 4.733351 -5.551008 0.543 0.030 -0.383 0.0932
H -1.165080 4.293230 -6.769043 -0.856 -0.008 0.419 0.0851
C -1.393020 -5.118008 -4.329818 -1.334 0.178 1.663 -0.0059
C -0.202694 -4.192865 -4.283407 1.098 -2.370 -0.755 -0.5664
O 0.917161 -4.709352 -4.386212 -0.585 1.052 0.220 0.0205
N -0.423151 -2.885976 -4.185476 0.989 1.449 0.626 0.0446
C 0.690528 -1.918287 -4.089742 -0.572 0.981 -0.473 -0.0510
H -2.216749 -4.762303 -3.710904 -0.402 0.947 -0.314 0.0560
H -1.214359 -5.971693 -3.676067 0.771 -0.557 -0.852 0.0814
H -1.827153 -5.365110 -5.298616 0.579 -0.088 -0.018 0.0880
H -1.350894 -2.550042 -3.969745 0.196 -0.067 0.128 0.1193
H 0.352594 -1.015723 -3.580534 -0.421 -0.111 0.178 0.0678
H 0.968867 -1.560142 -5.080890 0.078 -0.256 -0.238 0.0770
H 1.628725 -2.152722 -3.586831 -0.445 -1.039 0.086 0.0723
C -2.589214 -2.160649 4.289063 0.597 0.450 -0.796 0.0312
C -1.120984 -1.627645 4.390790 -3.027 -1.100 1.670 -0.5816
O -0.573820 -1.082004 3.492220 1.486 1.233 -2.899 -0.0027
N -0.585974 -1.710593 5.596576 0.455 -0.794 2.008 0.0117
C 0.712478 -1.195604 5.999275 -0.551 0.245 0.285 -0.0437
H -3.095743 -2.487451 5.197207 0.375 0.044 0.078 0.0760
H -2.663076 -2.932644 3.523116 0.264 -0.234 0.111 0.0609
H -3.156440 -1.342784 3.844715 -0.065 0.165 0.213 0.0806
H -1.101182 -2.164635 6.337200 -0.076 0.065 -0.361 0.1373
H 0.641346 -0.121462 6.170331 0.241 0.166 -0.394 0.0910
H 1.485327 -1.441845 5.271146 -0.017 0.043 0.175 0.0711
H 0.905234 -1.608667 6.989384 0.379 -0.232 -0.246 0.0919
C -3.944418 -1.419055 0.069668 -0.846 0.071 -1.283 0.0368
C -3.794068 -1.239893 -1.480113 1.453 -0.758 2.820 -0.5647
O -2.702893 -1.125876 -1.980326 1.428 0.439 -0.956 0.0336
N -4.903157 -1.345211 -2.177084 -1.878 -0.043 0.056 -0.0037
C -4.962181 -1.088543 -3.596904 0.665 -0.064 0.668 -0.0388
H -3.603176 -2.392700 0.421306 0.015 -0.107 -0.417 0.0616
H -5.028434 -1.371268 0.173233 0.045 0.077 1.018 0.0672
H -3.414936 -0.678930 0.669650 -0.189 0.243 -0.355 0.0756
H -5.778492 -1.224009 -1.688020 0.192 -0.214 -0.005 0.1353
H -4.107900 -1.569627 -4.073205 -0.316 -0.279 -0.126 0.0832
H -4.778186 -0.019197 -3.700566 -0.672 0.094 -0.731 0.0776
H -5.927415 -1.508709 -3.879535 0.238 0.546 -0.764 0.0974
C -1.451062 4.734998 1.947545 0.413 1.078 1.111 0.0008
C -2.008676 4.571843 0.598248 -1.853 -0.249 -1.705 -0.5430
O -1.815112 3.561471 -0.075155 0.030 0.182 0.235 0.0135
N -2.839553 5.581777 0.143015 0.680 -0.625 0.084 0.0096
C -3.600895 5.455825 -1.136529 1.033 -0.281 1.084 -0.0361
H -1.903714 4.163532 2.757882 -0.092 -0.700 -0.538 0.0971
H -1.666074 5.744889 2.296825 0.562 0.310 -0.036 0.0784
H -0.382452 4.528147 1.889535 -0.014 0.062 0.299 0.0710
H -2.821654 6.439257 0.676414 -0.298 -0.125 -0.318 0.1204
H -4.199877 6.354426 -1.284340 -0.003 -0.265 0.039 0.0875
H -4.188472 4.543640 -1.032724 -0.353 0.234 -0.203 0.0838
H -2.920699 5.292830 -1.972508 -0.052 0.208 -0.037 0.0626
C 2.084297 4.042702 4.644889 -0.156 0.332 1.339 0.0168
C 2.122059 3.597261 3.263050 -1.726 -0.683 -2.181 -0.5695
O 1.711202 2.484515 2.906281 0.610 -0.949 0.979 -0.0562
N 2.324320 4.436953 2.235733 0.264 1.949 -0.417 0.0278
C 2.303641 5.928506 2.150507 1.086 -1.207 0.198 -0.0326
H 2.837369 4.772034 4.943310 0.077 -0.200 -0.064 0.0948
H 2.048108 3.169565 5.296360 0.357 0.124 -0.012 0.0929
H 1.109479 4.513890 4.770691 -0.113 0.232 0.030 0.1010
H 2.285555 3.911897 1.373808 -0.187 0.287 -0.138 0.1218
H 2.916726 6.152524 1.277556 0.007 0.333 0.176 0.0847
H 2.783011 6.328862 3.043832 0.028 0.100 -0.129 0.0815
H 1.339307 6.420592 2.023977 -0.293 -0.517 0.066 0.0719
```
Positions in Å, forces in eV/Å.

Here is a molecular structure, C5H9ClN3 at a distorted geometry from OMol25. Energies are from the ωB97M-V functional and the def2-TZVPD basis.

## Properties
HOMO-LUMO gap = 7.421 eV
Relative energy (zero: lowest compared OMol25 entry of this formula, charge and spin) = 4.050 eV
Electronic energy = -819.997319 a.u.
Net charge = +1

Geometry as XYZ:
```
18
Properties=species:S:1:pos:R:3:forces:R:3:nbo_charge:R:1
C 1.439719 1.067080 -1.051002 0.510 0.743 -0.489 -0.1382
C 0.174278 0.749777 -1.215308 -1.685 1.332 -2.090 -0.2774
C 1.235141 0.333525 1.270570 -1.523 -0.488 -0.714 0.2995
C 2.093220 0.707693 0.224658 2.716 3.282 -1.802 -0.5807
C -0.669147 0.169371 -0.204771 -1.937 -1.341 0.691 0.1209
N -0.030315 0.139043 1.068084 1.159 -0.203 2.207 -0.4305
N -1.173264 -1.685897 -0.212501 1.309 0.997 -3.386 -0.3631
N -2.452322 -1.786410 0.039170 1.005 -0.065 5.308 -0.5682
Cl -2.240213 1.060507 -0.026958 1.050 -0.514 -0.109 -0.0037
H 1.998696 1.719326 -1.760887 -0.550 -0.922 0.476 0.2563
H -0.454379 1.143483 -2.055403 1.059 -0.584 0.482 0.2613
H 1.705131 0.184397 2.190578 -0.068 -0.342 1.789 0.2392
H 2.942598 0.097724 0.045626 0.590 -1.763 0.094 0.3049
H 2.821478 1.577392 0.498649 -1.596 -0.759 0.307 0.3015
H -1.078837 -1.962906 -1.241459 0.456 0.681 1.565 0.3686
H -0.551897 -0.172500 1.908441 0.050 0.289 -0.968 0.4472
H -2.531967 -1.563785 1.065197 -1.277 -0.798 -1.835 0.3687
H -3.227927 -1.777826 -0.542682 -1.270 0.455 -1.526 0.3934
```
Positions in Å, forces in eV/Å.

Here is C2H5NO2 in the gas phase at a distorted geometry from OMol25. Energies are from the ωB97M-V functional and the def2-TZVPD basis.

## Properties
SMILES = CC(=O)NO
HOMO-LUMO gap = 10.678 eV
Relative energy (zero: lowest compared OMol25 entry of this formula, charge and spin) = 3.889 eV
Electronic energy = -284.324439 a.u.

Geometry as XYZ:
```
10
Properties=species:S:1:pos:R:3:forces:R:3:nbo_charge:R:1
C 0.097249 -0.274330 -0.062699 2.174 -2.490 4.044 0.5257
C 0.893470 0.993752 -0.234844 -0.368 0.116 -0.776 -0.6909
O 0.637732 -1.378512 0.187387 0.060 1.096 -1.167 -0.6399
N -1.240701 -0.195862 0.338389 1.098 3.712 -3.057 -0.2210
O -1.708051 -1.387228 0.706935 0.950 -1.244 -0.499 -0.5146
H -0.796504 -1.911361 0.736878 -1.316 0.448 -0.300 0.4840
H -1.151637 0.229584 -0.820903 -2.450 -1.624 1.702 0.3265
H 1.931460 0.761713 -0.460808 -0.131 -0.209 0.017 0.2531
H 0.487759 1.570728 -1.065068 0.099 0.316 0.055 0.2245
H 0.849224 1.591516 0.674734 -0.117 -0.121 -0.019 0.2527
```
Positions in Å, forces in eV/Å.